No. 1
Density functional theory data (ωB97M-V/def2-TZVPD) for C36H37F3N5O3P2S5Tl as an isolated structure at a distorted geometry.

ORCA input file:
```
! RIJCOSX wB97M-V def2-TZVPD def2/J DEFGRID3
* xyz 0 1
Tl -0.03 2.12 -0.25
S -2.28 2.74 -1.46
C -1.29 3.51 -2.65
S 0.37 3.89 -2.30
C -1.86 3.87 -3.86
C -3.18 3.53 -4.19
N -4.24 3.24 -4.52
C -1.17 4.63 -4.82
N -0.64 5.25 -5.63
C -0.76 -6.10 1.56
S 0.81 -5.18 1.56
C 1.01 -4.92 -0.24
C 1.02 -3.45 -0.61
C -0.31 -2.76 -0.28
N -0.26 -1.30 -0.32
P -0.31 -0.38 -1.77
C 0.64 -1.37 -2.98
C 0.10 -2.43 -3.71
C 0.88 -3.13 -4.60
C 2.21 -2.77 -4.79
C 2.75 -1.71 -4.09
C 1.97 -1.01 -3.19
C -2.00 -0.51 -2.42
C -2.19 -0.22 -3.78
C -3.47 -0.10 -4.28
C -4.56 -0.24 -3.44
C -4.37 -0.48 -2.09
C -3.10 -0.60 -1.57
P 0.22 -0.41 1.07
C 1.82 -1.15 1.57
C 1.97 -2.14 2.53
C 3.22 -2.67 2.78
C 4.33 -2.22 2.07
C 4.19 -1.22 1.12
C 2.94 -0.69 0.87
C -0.87 -0.86 2.45
C -2.10 -1.49 2.33
C -2.93 -1.59 3.44
C -2.55 -1.03 4.65
C -1.33 -0.39 4.77
C -0.49 -0.32 3.68
H -0.98 -6.35 2.60
H -0.64 -7.01 0.98
H -1.55 -5.48 1.15
H 0.20 -5.45 -0.73
H 1.95 -5.38 -0.52
H 1.24 -3.36 -1.67
H 1.82 -2.95 -0.07
H -0.60 -3.04 0.74
H -1.09 -3.09 -0.98
H -0.94 -2.70 -3.56
H 0.46 -3.95 -5.16
H 2.82 -3.33 -5.49
H 3.78 -1.42 -4.26
H 2.37 -0.17 -2.64
H -1.34 -0.08 -4.42
H -3.62 0.12 -5.33
H -5.56 -0.14 -3.84
H -5.23 -0.55 -1.43
H -2.94 -0.72 -0.51
H 1.12 -2.50 3.07
H 3.34 -3.45 3.52
H 5.30 -2.64 2.27
H 5.05 -0.85 0.59
H 2.81 0.10 0.14
H -2.43 -1.88 1.38
H -3.88 -2.09 3.35
H -3.21 -1.08 5.50
H -1.04 0.07 5.69
H 0.46 0.20 3.75
C 1.65 6.50 1.47
N 1.46 5.07 1.44
C 2.41 4.18 1.71
S 2.14 2.51 1.52
N 3.62 4.59 2.11
C 4.68 3.68 2.49
H 0.81 6.98 0.97
H 2.56 6.76 0.92
H 1.72 6.89 2.49
H 0.51 4.71 1.35
H 3.75 5.56 2.35
H 4.43 3.15 3.41
H 5.60 4.24 2.63
H 4.82 2.93 1.71
F -4.07 3.49 3.28
C -3.58 3.28 2.06
F -4.40 2.43 1.44
F -3.59 4.44 1.40
S -1.84 2.56 2.14
O -1.59 2.34 3.53
O -1.91 1.37 1.31
O -1.00 3.60 1.53
*
```

- Strongest force on any atom: 1.4 eV Å⁻¹
- Energy relative to the best compared isomer or geometry (same formula, charge and spin): 0.0 kJ/mol
- Kohn-Sham gap: 5.897 eV
- LUMO level: -1.75 eV
- HOMO level: -7.65 eV


No. 2
Density functional theory data (ωB97M-V/def2-TZVPD) for a 9-piece molecular cluster, C41H41Cl3N8 overall at a distorted geometry.

ORCA input file:
```
! RIJCOSX wB97M-V def2-TZVPD def2/J DEFGRID3
* xyz 1 2
N 3.32 2.58 -1.96
C 3.43 3.67 -2.79
C 4.61 4.01 -3.45
C 5.79 3.36 -3.11
C 5.72 2.25 -2.28
C 4.48 1.89 -1.81
H 2.53 4.24 -2.96
H 4.64 4.87 -4.11
H 6.77 3.65 -3.46
H 6.59 1.70 -1.94
H 4.37 1.10 -1.08
N 3.28 -5.08 2.60
C 2.53 -3.97 2.51
C 1.34 -3.73 3.20
C 0.87 -4.81 3.97
C 1.54 -6.07 4.00
C 2.78 -6.13 3.32
H 3.07 -3.25 1.90
H 0.93 -2.73 3.17
H -0.01 -4.72 4.60
H 1.28 -6.92 4.61
H 3.36 -7.03 3.46
N -0.53 -1.66 5.34
C -0.49 -2.35 6.51
C 0.40 -2.11 7.56
C 1.40 -1.16 7.30
C 1.50 -0.59 6.02
C 0.50 -0.83 5.09
H -1.23 -3.12 6.67
H 0.34 -2.59 8.53
H 2.14 -0.87 8.03
H 2.29 0.12 5.78
H 0.49 -0.28 4.16
N -0.09 6.84 0.66
C -1.38 6.74 0.23
C -1.81 5.80 -0.64
C -0.85 4.88 -1.15
C 0.46 4.95 -0.70
C 0.86 5.98 0.19
H -2.07 7.46 0.65
H -2.86 5.67 -0.84
H -1.08 4.12 -1.87
H 1.13 4.14 -0.92
H 1.80 6.03 0.72
N -6.25 2.19 0.09
C -5.36 1.15 0.33
C -4.11 1.17 -0.20
C -3.70 2.23 -1.00
C -4.61 3.30 -1.25
C -5.88 3.19 -0.73
H -5.71 0.35 0.97
H -3.44 0.34 -0.07
H -2.69 2.28 -1.38
H -4.37 4.06 -1.98
H -6.49 4.06 -0.87
N -1.54 3.63 -5.99
C -1.08 3.05 -4.87
C 0.11 2.38 -4.77
C 1.00 2.36 -5.89
C 0.52 2.93 -7.11
C -0.75 3.54 -7.09
H -1.70 3.06 -3.99
H 0.45 1.69 -4.02
H 1.97 1.92 -6.02
H 1.11 2.89 -8.01
H -1.14 3.86 -8.04
N -0.52 0.48 -1.06
C -0.84 -0.72 -0.44
C -0.08 -1.30 0.57
C 1.01 -0.64 1.11
C 1.30 0.61 0.56
C 0.61 1.10 -0.55
H -1.57 -1.41 -0.83
H -0.30 -2.27 0.99
H 1.48 -0.94 2.03
H 2.13 1.21 0.89
H 0.92 1.97 -1.10
N -1.67 -8.12 0.75
C -1.30 -7.01 0.06
C -1.39 -5.71 0.66
C -1.83 -5.53 2.00
C -2.25 -6.67 2.66
C -2.14 -7.93 2.02
H -0.83 -7.24 -0.88
H -1.01 -4.88 0.09
H -1.89 -4.52 2.38
H -2.66 -6.51 3.65
H -2.45 -8.90 2.38
C -1.08 -1.23 -4.26
Cl -1.69 -2.68 -3.50
Cl -1.88 -0.99 -5.87
Cl 0.66 -1.53 -4.53
H -1.20 -0.35 -3.63
*
```

- Strongest force on any atom: 3.5 eV Å⁻¹
- Energy relative to the best compared isomer or geometry (same formula, charge and spin): 63.5 kJ/mol
- Kohn-Sham gap (spin up / spin down): 7.948 / 2.050 eV
- LUMO level (spin up / spin down): -3.53 / -9.26 eV
- HOMO level (spin up / spin down): -11.48 / -11.31 eV